No. 1
The following is a DFT calculation (ωB97M-V/def2-TZVPD) of a cluster of 15 separate species, C79H160F21N8O21S7 in total in a non-equilibrium geometry.

## Properties
E_tot	-10008.350109	hartree
lowest unoccupied orbital energy	-1.375	eV
F_max	3.870	eV/Å
Kohn-Sham gap	8.2	eV
E_HOMO	-9.6	eV
net charge	+1
energy above the lowest of the compared OMol25 structures with the same formula, charge and spin	420.5	kJ/mol

Geometry (Å):
C (23.202, 11.856, 19.368)
C (24.761, 12.128, 19.431)
C (25.437, 10.913, 20.058)
N (26.884, 11.119, 20.667)
C (27.392, 9.696, 21.058)
C (28.607, 9.670, 22.011)
C (28.364, 10.495, 23.252)
C (28.064, 11.949, 22.901)
C (26.874, 12.082, 21.940)
C (27.724, 11.750, 19.539)
H (22.775, 12.429, 18.545)
H (22.703, 12.003, 20.326)
H (22.975, 10.829, 19.084)
H (24.938, 12.978, 20.089)
H (25.140, 12.294, 18.423)
H (25.480, 10.061, 19.381)
H (24.892, 10.596, 20.947)
H (26.607, 9.134, 21.563)
H (27.546, 9.262, 20.070)
H (28.816, 8.633, 22.274)
H (29.496, 10.010, 21.479)
H (27.608, 10.095, 23.929)
H (29.252, 10.330, 23.861)
H (27.876, 12.423, 23.864)
H (28.985, 12.398, 22.530)
H (25.968, 11.806, 22.480)
H (26.719, 13.098, 21.577)
H (27.330, 12.744, 19.327)
H (27.741, 11.108, 18.658)
H (28.731, 11.884, 19.935)
C (26.163, 20.077, 21.755)
C (26.159, 21.426, 21.013)
C (24.919, 22.247, 21.417)
N (24.908, 23.706, 20.775)
C (24.715, 23.635, 19.232)
C (23.349, 22.936, 18.833)
C (22.125, 23.560, 19.519)
C (22.296, 23.766, 21.014)
C (23.657, 24.500, 21.240)
C (26.157, 24.629, 20.969)
H (25.264, 19.468, 21.661)
H (26.333, 20.272, 22.814)
H (27.076, 19.539, 21.502)
H (26.089, 21.199, 19.950)
H (27.061, 22.005, 21.215)
H (24.940, 22.464, 22.485)
H (23.942, 21.810, 21.206)
H (25.611, 23.199, 18.790)
H (24.736, 24.636, 18.799)
H (23.408, 21.877, 19.084)
H (23.178, 22.946, 17.757)
H (21.270, 22.909, 19.337)
H (21.851, 24.417, 18.903)
H (22.181, 22.814, 21.533)
H (21.409, 24.309, 21.343)
H (23.775, 24.720, 22.301)
H (23.721, 25.447, 20.703)
H (25.873, 25.641, 20.680)
H (26.953, 24.285, 20.309)
H (26.452, 24.683, 22.017)
C (23.970, 14.707, 22.672)
C (23.934, 16.090, 23.356)
C (24.780, 16.117, 24.656)
N (24.700, 17.372, 25.602)
C (23.256, 17.681, 26.082)
C (23.268, 18.820, 27.068)
C (24.196, 18.555, 28.303)
C (25.658, 18.134, 27.873)
C (25.578, 17.045, 26.795)
C (25.285, 18.565, 24.857)
H (25.007, 14.443, 22.466)
H (23.358, 14.862, 21.783)
H (23.546, 13.900, 23.269)
H (22.893, 16.335, 23.568)
H (24.314, 16.902, 22.735)
H (25.833, 16.105, 24.371)
H (24.483, 15.225, 25.208)
H (22.781, 16.793, 26.498)
H (22.596, 17.949, 25.257)
H (22.241, 18.968, 27.403)
H (23.630, 19.742, 26.612)
H (23.864, 17.699, 28.890)
H (24.014, 19.372, 29.002)
H (26.148, 17.794, 28.786)
H (26.214, 19.029, 27.592)
H (25.122, 16.138, 27.191)
H (26.574, 16.752, 26.466)
H (26.256, 18.233, 24.487)
H (25.468, 19.430, 25.494)
H (24.630, 18.758, 24.008)
C (30.433, 24.436, 10.542)
C (29.093, 23.826, 11.124)
C (28.648, 24.631, 12.391)
N (27.536, 23.920, 13.247)
C (26.268, 23.630, 12.387)
C (25.027, 23.255, 13.223)
C (24.767, 24.158, 14.538)
C (26.060, 24.467, 15.379)
C (27.249, 24.871, 14.464)
C (28.029, 22.572, 13.836)
H (30.364, 25.497, 10.301)
H (30.760, 23.874, 9.667)
H (31.152, 24.238, 11.337)
H (29.340, 22.775, 11.271)
H (28.311, 23.964, 10.376)
H (28.288, 25.596, 12.033)
H (29.499, 24.720, 13.066)
H (26.075, 24.484, 11.739)
H (26.542, 22.851, 11.675)
H (24.197, 23.417, 12.534)
H (25.110, 22.196, 13.467)
H (24.328, 25.148, 14.414)
H (24.012, 23.713, 15.186)
H (25.857, 25.260, 16.100)
H (26.407, 23.607, 15.951)
H (27.154, 25.899, 14.113)
H (28.145, 24.830, 15.083)
H (27.150, 22.281, 14.412)
H (28.948, 22.836, 14.359)
H (28.148, 22.029, 12.899)
C (31.627, 20.231, 11.638)
C (30.667, 19.681, 12.719)
C (31.367, 18.681, 13.583)
N (30.545, 17.439, 13.947)
C (29.082, 17.757, 14.406)
C (29.108, 18.480, 15.838)
C (29.987, 17.647, 16.890)
C (31.407, 17.387, 16.427)
C (31.368, 16.677, 15.071)
C (30.448, 16.490, 12.718)
H (31.050, 20.610, 10.795)
H (32.310, 19.507, 11.195)
H (32.255, 21.066, 11.951)
H (29.844, 19.226, 12.169)
H (30.207, 20.485, 13.293)
H (31.438, 19.138, 14.570)
H (32.381, 18.424, 13.278)
H (28.634, 18.458, 13.701)
H (28.489, 16.850, 14.296)
H (29.382, 19.507, 15.596)
H (28.102, 18.491, 16.257)
H (29.946, 18.069, 17.895)
H (29.434, 16.724, 17.061)
H (31.942, 18.335, 16.385)
H (31.949, 16.758, 17.133)
H (32.415, 16.569, 14.787)
H (30.866, 15.715, 15.180)
H (29.893, 16.957, 11.905)
H (30.084, 15.520, 13.056)
H (31.509, 16.442, 12.470)
C (17.762, 18.090, 18.339)
C (16.492, 17.198, 18.157)
C (15.269, 17.709, 18.937)
N (13.912, 16.869, 18.859)
C (12.709, 17.479, 19.590)
C (12.222, 18.840, 18.899)
C (11.681, 18.488, 17.490)
C (12.888, 17.896, 16.756)
C (13.327, 16.617, 17.410)
C (14.190, 15.445, 19.491)
H (18.681, 17.609, 18.004)
H (18.015, 18.184, 19.395)
H (17.566, 19.060, 17.883)
H (16.606, 16.242, 18.668)
H (16.282, 16.961, 17.114)
H (14.956, 18.693, 18.590)
H (15.443, 17.861, 20.002)
H (12.952, 17.626, 20.642)
H (11.902, 16.746, 19.613)
H (12.972, 19.631, 18.868)
H (11.308, 19.225, 19.350)
H (11.215, 19.245, 16.860)
H (10.805, 17.840, 17.457)
H (13.736, 18.580, 16.798)
H (12.617, 17.857, 15.701)
H (14.136, 16.155, 16.844)
H (12.467, 15.948, 17.460)
H (14.802, 14.813, 18.847)
H (13.225, 14.940, 19.534)
H (14.650, 15.583, 20.469)
C (25.309, 20.366, 15.864)
C (25.280, 19.195, 16.943)
C (23.762, 19.051, 17.409)
N (23.587, 17.802, 18.314)
C (22.090, 17.820, 18.713)
C (21.602, 16.581, 19.396)
C (21.933, 15.390, 18.573)
C (23.410, 15.225, 18.118)
C (23.974, 16.508, 17.472)
C (24.430, 17.944, 19.567)
H (26.364, 20.615, 15.752)
H (24.680, 21.237, 16.048)
H (24.925, 19.955, 14.930)
H (25.989, 19.503, 17.712)
H (25.751, 18.244, 16.693)
H (23.186, 18.865, 16.502)
H (23.307, 19.916, 17.891)
H (21.570, 17.899, 17.758)
H (21.727, 18.761, 19.126)
H (20.517, 16.510, 19.476)
H (22.102, 16.492, 20.360)
H (21.318, 15.265, 17.682)
H (21.736, 14.449, 19.085)
H (23.447, 14.514, 17.293)
H (23.994, 14.900, 18.979)
H (23.772, 16.767, 16.432)
H (25.063, 16.492, 17.446)
H (24.343, 17.046, 20.178)
H (24.107, 18.862, 20.059)
H (25.480, 18.000, 19.280)
C (17.380, 12.720, 12.391)
C (18.190, 13.709, 13.367)
C (19.122, 14.627, 12.585)
N (20.178, 15.331, 13.486)
C (20.922, 16.438, 12.608)
C (22.314, 16.937, 13.176)
C (23.135, 15.766, 13.711)
C (22.383, 14.895, 14.684)
C (21.206, 14.215, 13.932)
C (19.440, 16.126, 14.581)
H (18.063, 12.224, 11.700)
H (16.675, 13.283, 11.780)
H (16.786, 11.954, 12.889)
H (18.677, 13.107, 14.133)
H (17.415, 14.296, 13.860)
H (18.470, 15.385, 12.151)
H (19.661, 14.199, 11.740)
H (21.025, 15.894, 11.669)
H (20.265, 17.298, 12.474)
H (22.857, 17.487, 12.407)
H (22.194, 17.695, 13.950)
H (23.412, 15.081, 12.910)
H (24.058, 16.155, 14.141)
H (23.111, 14.180, 15.069)
H (22.052, 15.549, 15.490)
H (21.523, 13.709, 13.020)
H (20.685, 13.460, 14.521)
H (20.234, 16.554, 15.192)
H (18.845, 15.562, 15.299)
H (18.876, 16.940, 14.125)
C (26.136, 17.871, 11.306)
F (27.404, 17.623, 10.902)
F (25.152, 17.576, 10.417)
F (25.842, 17.221, 12.497)
S (25.951, 19.779, 11.610)
O (24.581, 19.906, 12.140)
O (27.025, 20.048, 12.598)
O (26.158, 20.421, 10.354)
C (27.990, 16.537, 21.943)
F (27.942, 15.621, 22.930)
F (26.964, 17.361, 22.062)
F (29.207, 17.133, 21.958)
S (27.688, 15.616, 20.206)
O (28.848, 14.740, 20.143)
O (26.368, 14.877, 20.243)
O (27.827, 16.729, 19.271)
C (30.903, 21.450, 17.751)
F (30.877, 20.326, 18.444)
F (31.984, 22.193, 18.147)
F (31.005, 21.148, 16.473)
S (29.215, 22.447, 17.914)
O (28.063, 21.518, 17.798)
O (29.280, 22.904, 19.329)
O (29.156, 23.514, 16.893)
C (26.648, 13.608, 15.662)
F (25.743, 12.670, 16.104)
F (26.162, 14.194, 14.568)
F (26.778, 14.492, 16.641)
S (28.391, 12.821, 15.276)
O (29.231, 13.922, 14.674)
O (28.913, 12.380, 16.561)
O (28.146, 11.709, 14.351)
C (19.706, 19.711, 22.156)
F (19.403, 21.032, 22.217)
F (18.866, 19.033, 22.867)
F (19.442, 19.371, 20.918)
S (21.465, 19.352, 22.715)
O (21.494, 19.635, 24.158)
O (21.627, 17.919, 22.535)
O (22.319, 20.198, 21.873)
C (18.306, 12.943, 19.203)
F (19.065, 13.851, 19.771)
F (18.905, 11.801, 19.411)
F (17.189, 12.983, 19.841)
S (17.949, 13.225, 17.294)
O (17.484, 11.918, 16.869)
O (16.989, 14.325, 17.174)
O (19.185, 13.608, 16.632)
C (20.896, 21.505, 14.663)
F (20.350, 20.928, 13.557)
F (22.210, 21.388, 14.617)
F (20.563, 22.788, 14.781)
S (20.372, 20.481, 16.216)
O (20.653, 19.110, 15.803)
O (21.115, 20.985, 17.359)
O (18.972, 20.718, 16.463)

Forces on atoms 1 to 2 (eV/Å):
1.11 -0.34 -0.48
-0.89 -0.73 0.51

No. 2
The following is a DFT calculation (ωB97M-V/def2-TZVPD) of a structure of composition C37H34N5O5OsPS in a non-equilibrium geometry.

## Properties
E_tot	-2910.052566	hartree
lowest unoccupied orbital energy	-6.639	eV
F_max	2.961	eV/Å
Kohn-Sham gap	6.8	eV
E_HOMO	-13.4	eV
net charge	+2
energy above the lowest of the compared OMol25 structures with the same formula, charge and spin	87.4	kJ/mol

Geometry (Å):
Os (-0.226, 0.615, 1.202)
C (0.103, 4.674, 2.759)
C (0.270, 3.234, 2.432)
N (-0.322, 2.652, 1.441)
N (-1.183, 3.384, 0.678)
C (-1.962, 2.572, 0.028)
O (-1.766, 1.277, 0.076)
C (-3.108, 3.080, -0.730)
C (-3.290, 4.460, -0.850)
C (-4.371, 4.950, -1.558)
C (-5.280, 4.072, -2.135)
C (-5.110, 2.700, -2.001)
C (-4.027, 2.203, -1.298)
C (1.061, 2.327, 3.264)
C (1.889, 2.759, 4.282)
C (2.569, 1.823, 5.047)
C (2.394, 0.482, 4.758)
C (1.567, 0.112, 3.714)
N (0.897, 1.012, 2.984)
H (-0.815, 5.055, 2.324)
H (0.937, 5.251, 2.349)
H (0.086, 4.817, 3.838)
H (-2.579, 5.136, -0.397)
H (-4.511, 6.018, -1.657)
H (-6.130, 4.460, -2.681)
H (-5.830, 2.021, -2.438)
H (-3.899, 1.140, -1.171)
H (1.994, 3.818, 4.467)
H (3.220, 2.139, 5.850)
H (2.886, -0.292, 5.331)
H (1.418, -0.926, 3.464)
O (-1.798, 0.326, 2.528)
S (-1.632, -1.158, 2.715)
O (-1.898, -1.620, 4.025)
O (-0.237, -1.398, 2.180)
C (-2.646, -1.976, 1.535)
C (-3.744, -2.674, 2.000)
C (-4.460, -3.476, 1.119)
C (-4.032, -3.615, -0.189)
C (-2.920, -2.914, -0.647)
C (-2.235, -2.046, 0.194)
P (-0.805, -1.129, -0.458)
C (-1.172, -0.364, -2.052)
C (-0.248, 0.595, -2.481)
C (-0.414, 1.235, -3.695)
C (-1.504, 0.923, -4.501)
C (-2.427, -0.017, -4.076)
C (-2.272, -0.653, -2.851)
C (0.451, -2.389, -0.796)
C (0.692, -3.392, 0.148)
C (1.561, -4.430, -0.145)
C (2.189, -4.487, -1.383)
C (1.951, -3.497, -2.325)
C (1.088, -2.449, -2.037)
H (-4.014, -2.618, 3.046)
H (-5.324, -4.022, 1.471)
H (-4.553, -4.282, -0.862)
H (-2.581, -3.070, -1.662)
H (0.597, 0.860, -1.854)
H (0.301, 1.981, -4.013)
H (-1.634, 1.420, -5.452)
H (-3.285, -0.252, -4.692)
H (-3.027, -1.356, -2.534)
H (0.193, -3.377, 1.106)
H (1.730, -5.208, 0.587)
H (2.847, -5.314, -1.619)
H (2.418, -3.548, -3.300)
H (0.887, -1.713, -2.802)
N (1.720, 0.383, 0.446)
C (2.749, -0.012, 0.090)
N (3.903, -0.433, -0.313)
C (5.026, -0.615, 0.633)
C (5.801, -1.853, 0.217)
O (6.204, -1.749, -1.130)
C (5.094, -1.709, -2.002)
C (4.261, -0.465, -1.751)
H (4.624, -0.714, 1.640)
H (5.666, 0.269, 0.583)
H (5.185, -2.749, 0.367)
H (6.704, -1.942, 0.818)
H (4.477, -2.606, -1.869)
H (5.483, -1.694, -3.018)
H (3.343, -0.467, -2.338)
H (4.839, 0.433, -1.976)

Forces on atoms 1 to 2 (eV/Å):
-0.06 -2.40 1.73
0.05 0.01 0.01

No. 3
The following is a DFT calculation (ωB97M-V/def2-TZVPD) of a cluster of 4 separate species, C4H13NO3 in total in a non-equilibrium geometry.

## Properties
E_tot	-440.452612	hartree
lowest unoccupied orbital energy	-3.152	eV
F_max	2.360	eV/Å
Kohn-Sham gap	5.2	eV
E_HOMO	-8.4	eV
net charge	0
energy above the lowest of the compared OMol25 structures with the same formula, charge and spin	689.4	kJ/mol

Geometry (Å):
N (-0.939, 1.000, -1.462)
C (0.068, 0.425, -0.903)
C (1.365, 1.063, -0.938)
C (0.825, -1.518, 0.428)
C (-0.169, -0.868, -0.284)
H (-0.818, 2.021, -1.403)
H (-1.942, 0.658, -0.959)
H (2.059, 0.316, -1.350)
H (1.818, 1.204, 0.052)
H (0.676, -2.500, 0.850)
H (1.770, -1.483, -0.172)
H (-1.226, -1.175, -0.278)
H (-3.773, -0.076, -0.580)
H (1.436, 1.944, -1.561)
O (-2.851, -0.068, -0.335)
H (1.126, -0.803, 1.244)
H (3.993, -0.443, 1.070)
O (3.185, -0.408, 0.546)
H (-2.366, 0.262, 2.805)
H (-2.413, 0.266, 1.213)
O (-1.823, 0.184, 2.018)

Forces on atoms 1 to 2 (eV/Å):
-0.64 1.45 1.75
0.44 0.75 -0.70

No. 4
The following is a DFT calculation (ωB97M-V/def2-TZVPD) of a cluster of 2 separate species, H2NO4P in total in a non-equilibrium geometry.

## Properties
E_tot	-698.066329	hartree
multiplicity	3
lowest unoccupied orbital energy (alpha / beta)	0.316 / -2.772	eV
F_max	2.313	eV/Å
Kohn-Sham gap (alpha / beta)	8.4 / 7.9	eV
E_HOMO (alpha / beta)	-8.1 / -10.7	eV
net charge	0
energy above the lowest of the compared OMol25 structures with the same formula, charge and spin	510.3	kJ/mol

Geometry (Å):
N (-0.919, -1.195, 0.703)
O (-1.050, -1.904, -0.279)
O (-0.705, -1.544, 1.829)
O (-1.417, 0.441, -1.177)
O (1.581, 0.324, 0.702)
P (-1.160, 0.603, 0.337)
H (-1.331, -0.482, -1.511)
H (1.806, 0.442, 1.624)

Forces on atoms 1 to 2 (eV/Å):
-0.53 1.82 -1.09
0.15 -1.20 -0.29